No. 1
{
  "formula": "C6H10ClF",
  "method": "ωB97M-V/def2-TZVPD",
  "symbols": ["C", "C", "C", "C", "F", "C", "C", "Cl", "H", "H", "H", "H", "H", "H", "H", "H", "H", "H"],
  "positions_angstrom": [[-0.135, -2.341, -0.940], [-0.326, -1.096, -0.091], [-1.531, -0.638, 0.183], [-2.019, 0.709, 0.774], [-1.427, 1.894, 0.298], [0.984, -0.454, 0.312], [0.987, 0.533, 1.487], [1.636, 0.553, -1.053], [0.220, -3.154, -0.293], [0.634, -2.200, -1.704], [-1.068, -2.657, -1.450], [-2.308, -1.378, 0.016], [-3.082, 0.848, 0.627], [-1.842, 0.740, 1.848], [1.703, -1.260, 0.501], [0.542, 0.079, 2.373], [2.020, 0.787, 1.703], [0.452, 1.462, 1.252]],
  "e_homo_ev": -9.5908,
  "spin_multiplicity": 1,
  "smiles": "C/C(=C/CF)[C@H](C)Cl",
  "relative_energy_kj_mol": 54.3,
  "lumo_ev": 0.914,
  "gap_ev": 10.505,
  "e_tot_ha": -794.64153
}

***

No. 2
{
  "formula": "C6H10ClF3S",
  "method": "ωB97M-V/def2-TZVPD",
  "symbols": ["C", "C", "C", "C", "C", "C", "H", "H", "H", "H", "H", "H", "H", "H", "H", "H", "F", "F", "F", "S", "Cl"],
  "positions_angstrom": [[-0.447, -0.388, 0.938], [-1.551, -0.209, -0.097], [-2.781, 0.409, 0.546], [2.712, -0.399, -0.066], [1.887, 0.373, -1.047], [1.515, 1.629, -0.841], [-0.209, 0.570, 1.417], [0.467, -0.756, 0.470], [-0.759, -1.095, 1.712], [-1.228, 0.491, -0.876], [-0.798, -2.282, -0.945], [-2.578, 1.427, 0.905], [3.656, -0.747, -0.494], [1.618, -0.168, -1.953], [0.924, 2.166, -1.577], [1.786, 2.155, 0.068], [-3.801, 0.471, -0.352], [-3.200, -0.334, 1.603], [2.990, 0.347, 1.039], [-2.040, -1.778, -0.898], [1.840, -1.881, 0.449]],
  "e_homo_ev": -9.1507,
  "spin_multiplicity": 1,
  "lumo_ev": 0.551,
  "gap_ev": 9.702,
  "e_tot_ha": -1392.53378
}

***

No. 3
{
  "formula": "C6H10ClN",
  "method": "ωB97M-V/def2-TZVPD",
  "symbols": ["C", "C", "C", "C", "C", "C", "N", "Cl", "H", "H", "H", "H", "H", "H", "H", "H", "H", "H"],
  "positions_angstrom": [[0.284, 1.330, -0.645], [-1.029, 0.836, 0.035], [-1.143, -1.835, 0.759], [-0.663, -1.790, -0.674], [1.462, 1.376, 0.375], [-1.065, -0.599, 0.063], [2.146, 0.352, 0.982], [2.917, -0.771, -0.001], [0.435, 0.496, -1.278], [0.177, 2.296, -0.950], [-1.253, 1.304, 0.952], [-1.930, 1.264, -0.666], [-2.089, -2.472, 0.972], [-0.443, -1.977, 1.464], [0.307, -1.904, -0.948], [-1.486, -2.115, -1.356], [2.174, 1.962, -0.272], [1.198, 2.247, 1.186]],
  "e_homo_ev": [-7.2254, -9.2514],
  "spin_multiplicity": 1,
  "relative_energy_kj_mol": 638.9,
  "lumo_ev": [-0.829, 0.564],
  "gap_ev": [6.396, 9.816],
  "e_tot_ha": -749.31313
}

***

No. 4
{
  "formula": "C6H10ClN",
  "method": "ωB97M-V/def2-TZVPD",
  "symbols": ["C", "C", "C", "C", "C", "C", "H", "H", "H", "H", "H", "H", "H", "H", "H", "H", "N", "Cl"],
  "positions_angstrom": [[-1.465, -0.259, 0.442], [-1.294, 1.155, 0.234], [0.253, 1.334, 0.220], [0.700, 0.199, -0.634], [1.850, -0.758, -0.272], [-0.149, -0.960, -0.183], [-1.560, -0.398, 1.600], [-1.700, 1.505, -0.788], [-2.009, 1.786, 0.919], [0.879, 1.346, 1.041], [0.628, 2.206, -0.379], [0.683, 0.649, -1.587], [2.024, -1.447, -1.194], [2.792, -0.336, 0.144], [1.100, -2.366, 0.747], [-0.529, -1.606, -0.927], [0.885, -1.328, 0.798], [-3.087, -0.723, -0.180]],
  "e_homo_ev": -9.9190,
  "spin_multiplicity": 1,
  "relative_energy_kj_mol": 213.0,
  "lumo_ev": 0.906,
  "gap_ev": 10.825,
  "e_tot_ha": -749.47534
}